1.
Below is one molecule with the formula C27H28N4O3S, with properties calculated with ωB97M-V/def2-TZVPD.

```
63
Properties=species:S:1:pos:R:3
C -3.716 -2.496 -1.202
O -2.737 -1.518 -1.489
C -1.480 -1.611 -0.981
C -0.556 -0.761 -1.583
C 0.777 -0.762 -1.231
C 1.232 -1.638 -0.250
C 2.668 -1.742 0.021
C 3.321 -2.931 0.123
S 5.049 -2.810 0.100
C 4.930 -1.089 -0.110
N 5.970 -0.306 -0.352
C 5.680 0.961 -0.593
C 6.789 1.847 -1.052
N 4.488 1.519 -0.412
C 3.464 0.759 -0.032
N 2.322 1.382 0.370
C 1.635 0.898 1.560
C 0.664 1.977 2.038
N -0.138 2.430 0.931
C -1.360 1.876 0.643
C -1.918 0.828 1.392
C -3.174 0.351 1.111
C -3.941 0.869 0.064
C -5.270 0.289 -0.182
C -6.008 0.757 -1.416
O -5.756 -0.541 0.563
C -3.387 1.902 -0.691
C -2.136 2.399 -0.404
C 0.648 3.059 -0.119
C 2.145 2.785 0.073
C 3.597 -0.651 -0.037
C 0.311 -2.467 0.386
C -1.037 -2.456 0.057
O -1.967 -3.231 0.699
C -1.549 -4.075 1.740
H -4.074 -2.426 -0.175
H -3.343 -3.504 -1.395
H -4.540 -2.279 -1.882
H -0.922 -0.109 -2.360
H 1.470 -0.112 -1.740
H 2.881 -3.908 0.148
H 6.664 2.845 -0.642
H 6.764 1.917 -2.139
H 7.742 1.422 -0.753
H 1.069 -0.005 1.319
H 2.361 0.657 2.349
H 1.209 2.836 2.443
H 0.033 1.593 2.837
H -1.364 0.362 2.191
H -3.591 -0.456 1.696
H -6.941 0.206 -1.506
H -5.397 0.589 -2.299
H -6.229 1.819 -1.338
H -3.940 2.343 -1.505
H -1.760 3.224 -0.988
H 0.478 4.144 -0.128
H 0.342 2.648 -1.085
H 2.684 3.000 -0.850
H 2.572 3.425 0.856
H 0.670 -3.122 1.164
H -2.455 -4.567 2.094
H -0.842 -4.834 1.389
H -1.100 -3.512 2.564
```

Results
- gap between HOMO and LUMO (eV) = 8.0
- ΔE to the lowest compared entry with this formula, charge and spin (kJ/mol) = 233.4
- LUMO (eV) = 0.49
- largest force on an atom (eV/A) = 0.616
- SMILES = COc1ccc(-c2csc3nc(C)nc(N4CCN(c5ccc(C(C)=O)cc5)CC4)c23)cc1OC
- HOMO level (eV) = -7.547

=====

2.
Below is C18H14F9I2N2O3Ti as an isolated structure, with properties calculated with ωB97M-V/def2-TZVPD.

```
49
Properties=species:S:1:pos:R:3
Ti 0.685 -0.389 -0.801
C 0.153 3.404 1.482
C -1.195 3.330 1.811
C -2.000 2.388 1.197
C -1.429 1.541 0.253
N -0.114 1.572 -0.006
C 0.659 2.483 0.586
C -2.161 0.584 -0.605
C -3.549 0.536 -0.674
C -4.151 -0.294 -1.608
C -3.367 -1.066 -2.455
C -1.980 -1.052 -2.340
C -1.352 -0.232 -1.405
H 0.807 4.138 1.929
H -1.615 4.012 2.539
H -3.053 2.323 1.427
H 1.708 2.455 0.322
H -4.164 1.163 -0.042
H -5.230 -0.326 -1.688
H -3.837 -1.697 -3.200
H -1.388 -1.691 -2.985
I 1.880 0.797 -2.812
C -1.380 2.339 -4.143
I -1.578 3.757 -2.710
H -1.684 1.335 -3.899
H -0.780 2.572 -5.006
N -0.512 -1.770 0.740
C -0.805 -3.039 0.076
C 0.097 -3.225 -1.142
O 0.188 -4.231 -1.779
O 0.778 -2.106 -1.439
H 0.132 -1.903 1.512
H -1.356 -1.343 1.099
H -1.832 -3.041 -0.288
H -0.683 -3.904 0.729
F 3.428 -0.546 3.892
C 2.390 -0.543 3.059
F 1.652 0.540 3.312
F 1.627 -1.613 3.355
C 2.814 -0.569 1.557
O 1.739 -0.218 0.813
C 3.969 0.462 1.339
F 4.114 0.719 0.039
F 3.670 1.622 1.944
F 5.142 0.048 1.815
C 3.295 -1.997 1.155
F 4.224 -2.494 1.973
F 3.785 -1.978 -0.085
F 2.259 -2.856 1.158
```

Results
- gap between HOMO and LUMO (spin up / spin down) (eV) = 7.0 / 8.1
- multiplicity = 2
- ΔE to the lowest compared entry with this formula, charge and spin (kJ/mol) = 0.0
- LUMO (spin up / spin down) (eV) = -0.98 / -0.98
- largest force on an atom (eV/A) = 0.544
- HOMO level (spin up / spin down) (eV) = -7.991 / -9.080

=====

3.
Below is C15H29DyS as an isolated structure in a non-equilibrium geometry, with properties calculated with ωB97M-V/def2-TZVPD.

```
46
Properties=species:S:1:pos:R:3
C -2.081 -1.406 -0.640
H -2.094 -2.458 -0.347
H -2.658 -0.802 0.103
H 1.222 -0.428 1.942
C -2.536 -1.163 -2.039
H -2.399 -0.069 -2.214
H -1.944 -1.706 -2.810
C -4.053 -1.399 -2.431
H -4.251 -1.155 -3.501
H -4.363 -2.444 -2.245
H -4.724 -0.786 -1.792
C 1.327 1.215 0.619
C 0.218 1.364 -0.242
C -0.995 1.406 0.610
C -0.639 1.133 1.944
C 0.849 0.859 1.996
C 1.607 1.227 3.290
C -1.555 0.740 3.056
C -2.361 1.809 0.119
C 0.302 1.864 -1.663
C 2.762 1.273 0.236
Dy -0.166 -0.800 0.511
H -1.153 -0.091 3.642
H -1.637 1.594 3.726
H -2.570 0.490 2.728
H 1.054 0.718 4.091
H 2.614 0.805 3.236
H 1.653 2.316 3.533
H 2.943 1.056 -0.823
H 3.133 2.289 0.440
H 3.355 0.572 0.839
H -0.652 1.742 -2.192
H 0.572 2.938 -1.685
H 1.062 1.296 -2.223
H -3.055 0.967 0.218
H -2.763 2.643 0.722
H -2.347 2.115 -0.939
C 2.937 -1.193 -2.074
S 1.713 -2.107 -1.009
C 2.861 -3.177 -0.109
H 2.416 -0.396 -2.638
H 3.463 -1.856 -2.788
H 3.698 -0.738 -1.421
H 2.844 -4.161 -0.592
H 3.905 -2.791 -0.121
H 2.488 -3.301 0.943
```

Results
- gap between HOMO and LUMO (spin up / spin down) (eV) = 6.0 / 6.2
- multiplicity = 6
- LUMO (spin up / spin down) (eV) = -8.89 / -8.62
- largest force on an atom (eV/A) = 7.560
- total charge = +2
- HOMO level (spin up / spin down) (eV) = -14.880 / -14.820

=====

4.
Below is C10H9N3O3SYb as an isolated structure in a non-equilibrium geometry, with properties calculated with ωB97M-V/def2-TZVPD.

```
27
Properties=species:S:1:pos:R:3
C 1.179 -2.859 0.797
C 1.437 -1.260 1.185
O 1.987 -1.003 2.374
N 1.095 -0.122 0.251
C 1.887 1.135 0.528
C 3.038 1.535 -0.616
O 1.786 1.932 1.593
C -0.394 0.124 0.148
C -1.292 1.046 1.190
C -2.943 1.164 0.944
O -3.736 1.973 1.928
C -3.621 0.361 -0.328
C -2.781 -0.580 -1.405
N -3.257 -1.383 -2.601
S -1.733 -2.116 -3.160
N -0.434 -1.552 -2.133
C -1.168 -0.654 -1.115
H 0.057 -3.171 0.959
H 1.943 -3.553 1.376
H 1.428 -2.966 -0.352
H 2.841 0.858 -1.578
H 2.921 2.682 -0.832
H 4.118 1.230 -0.233
H -0.777 1.604 2.092
H -3.996 2.856 1.506
H -4.794 0.402 -0.503
Yb 5.206 2.317 -2.016
```

Results
- gap between HOMO and LUMO (eV) = 2.3
- LUMO (eV) = -10.78
- largest force on an atom (eV/A) = 9.202
- total charge = +2
- HOMO level (eV) = -13.059

=====

5.
Below is a 13-piece molecular cluster, C25H69Cl12O24P5 overall in a non-equilibrium geometry, with properties calculated with ωB97M-V/def2-TZVPD.

```
135
Properties=species:S:1:pos:R:3
C -1.623 8.280 -0.495
O -0.649 8.593 0.472
P -0.190 7.531 1.616
O -1.311 7.189 2.552
O 0.554 6.431 0.835
C 1.023 5.247 1.360
O 0.939 8.374 2.412
C 0.570 9.522 3.198
H -1.302 8.641 -1.472
H -2.547 8.776 -0.199
H -1.836 7.213 -0.431
H 1.810 5.461 2.084
H 1.353 4.613 0.537
H 0.342 4.672 1.987
H -0.475 9.647 3.482
H 1.046 10.418 2.798
H 0.992 9.377 4.193
C -1.035 3.941 -7.482
O -1.560 4.035 -6.200
P -2.600 2.919 -5.766
O -3.342 3.413 -4.618
O -1.802 1.475 -5.591
C -0.723 1.277 -4.673
O -3.573 2.800 -7.092
C -4.539 3.899 -7.303
H -0.071 4.445 -7.551
H -1.707 4.479 -8.150
H -0.762 2.944 -7.828
H 0.263 1.502 -5.078
H -0.726 0.221 -4.402
H -0.871 1.741 -3.698
H -4.024 4.858 -7.359
H -5.504 3.922 -6.798
H -4.849 3.939 -8.347
C -0.610 -2.453 6.757
O -0.522 -1.861 5.448
P 0.716 -0.899 5.047
O 1.220 0.029 6.111
O 1.760 -2.029 4.458
C 1.497 -2.840 3.362
O 0.196 -0.174 3.747
C -0.733 0.820 3.811
H -1.482 -2.070 7.288
H 0.213 -2.182 7.418
H -0.769 -3.531 6.788
H 1.317 -3.854 3.720
H 2.350 -2.698 2.699
H 0.634 -2.485 2.798
H -0.338 1.463 4.597
H -1.730 0.407 3.965
H -0.691 1.422 2.904
C 0.239 -2.452 -1.784
O -0.761 -1.656 -1.060
P -0.269 -0.837 0.191
O 1.054 -1.157 0.783
O -0.403 0.684 -0.405
C 0.783 1.274 -0.911
O -1.566 -0.946 1.176
C -2.610 -1.939 1.037
H 0.179 -2.077 -2.806
H -0.068 -3.495 -1.701
H 1.274 -2.498 -1.444
H 0.696 2.357 -0.818
H 0.900 1.134 -1.986
H 1.664 0.826 -0.453
H -3.046 -2.192 2.003
H -2.354 -2.845 0.487
H -3.575 -1.591 0.667
C 7.297 -4.224 0.391
O 6.306 -5.174 0.037
P 5.428 -5.749 1.228
O 6.157 -6.097 2.474
O 4.253 -4.627 1.426
C 3.403 -4.415 0.282
O 4.701 -7.010 0.453
C 5.172 -8.380 0.464
H 8.267 -4.639 0.114
H 7.206 -3.854 1.413
H 7.335 -3.345 -0.252
H 3.825 -3.774 -0.492
H 2.511 -3.919 0.663
H 2.976 -5.274 -0.236
H 6.135 -8.326 -0.044
H 4.482 -9.028 -0.078
H 5.388 -8.739 1.471
C 4.520 -0.580 1.284
C 5.833 -1.408 0.979
O 6.812 -1.194 2.077
O 4.073 -0.664 2.659
H 3.837 -1.048 0.575
H 4.649 0.448 0.947
H 6.326 -1.154 0.041
H 5.472 -2.436 0.935
H 6.279 -1.164 2.876
H 3.126 -0.522 2.734
C -0.717 5.025 -3.174
C -1.409 4.177 -2.113
O -2.877 4.078 -2.191
O 0.618 4.551 -3.378
H -0.708 6.070 -2.862
H -1.236 5.066 -4.132
H -1.126 4.553 -1.130
H -1.110 3.130 -2.077
H -3.221 3.793 -3.040
H 1.190 5.303 -3.548
C -4.685 -3.963 -1.969
Cl -3.679 -5.037 -1.036
Cl -4.641 -4.446 -3.747
H -5.669 -4.153 -1.540
H -4.311 -2.947 -1.844
C -4.534 -0.654 5.148
Cl -5.828 -1.967 5.438
Cl -4.428 -0.127 3.434
H -4.791 0.189 5.789
H -3.545 -0.966 5.482
C -6.564 -3.193 1.974
Cl -7.229 -2.269 0.617
Cl -6.097 -4.887 1.595
H -5.612 -2.726 2.227
H -7.243 -3.074 2.818
C -2.500 -5.912 3.448
Cl -3.463 -4.635 4.325
Cl -1.597 -5.061 2.129
H -1.825 -6.371 4.171
H -3.180 -6.668 3.056
C 4.353 -3.236 -4.133
Cl 5.187 -3.531 -2.591
Cl 2.925 -2.399 -3.729
H 4.995 -2.554 -4.689
H 4.067 -4.167 -4.623
C -3.510 0.894 -1.970
Cl -3.626 -0.830 -2.527
Cl -4.083 1.010 -0.291
H -2.458 1.172 -2.026
H -4.043 1.609 -2.597
```

Results
- gap between HOMO and LUMO (spin up / spin down) (eV) = 8.6 / 2.0
- multiplicity = 2
- LUMO (spin up / spin down) (eV) = -2.57 / -9.21
- largest force on an atom (eV/A) = 5.299
- total charge = +1
- HOMO level (spin up / spin down) (eV) = -11.181 / -11.181

=====

6.
Below is C3H7N2OS as an isolated structure in a non-equilibrium geometry, with properties calculated with ωB97M-V/def2-TZVPD.

```
14
Properties=species:S:1:pos:R:3
C -0.919 0.847 0.238
C 1.476 -0.296 0.155
C -2.381 1.102 -0.060
N -0.346 -0.181 -0.211
N 1.581 -1.764 -0.143
O 2.152 0.291 1.106
S 2.612 0.873 -0.489
H -0.605 1.779 0.670
H -2.635 1.326 -1.119
H -2.982 0.255 0.192
H -2.595 2.016 0.546
H 2.403 -1.967 -0.894
H 0.625 -1.894 -0.680
H 1.614 -2.386 0.688
```

Results
- gap between HOMO and LUMO (eV) = 9.3
- ΔE to the lowest compared entry with this formula, charge and spin (kJ/mol) = 490.2
- LUMO (eV) = -4.76
- largest force on an atom (eV/A) = 4.673
- total charge = +1
- HOMO level (eV) = -14.061

=====

7.
Below is one molecule with the formula C4H7NO2 in a non-equilibrium geometry, with properties calculated with ωB97M-V/def2-TZVPD.

```
14
Properties=species:S:1:pos:R:3
C -2.067 -0.917 -0.353
C -0.918 -0.114 0.011
C -1.009 1.289 0.316
O 0.076 -0.924 0.639
C 1.395 -0.821 0.343
N 1.728 0.189 -0.477
O 3.222 -0.005 0.017
H -2.038 -2.022 -0.669
H -2.987 -0.505 -0.824
H -0.287 1.872 -0.573
H -2.103 1.753 0.271
H -0.680 1.477 1.478
H 2.171 -1.527 0.647
H 3.496 0.254 -0.825
```

Results
- gap between HOMO and LUMO (eV) = 9.8
- ΔE to the lowest compared entry with this formula, charge and spin (kJ/mol) = 639.5
- LUMO (eV) = 0.67
- largest force on an atom (eV/A) = 7.246
- SMILES = C=C(C)O/C=N/O
- HOMO level (eV) = -9.159

=====

8.
Below is one molecule with the formula C6H11ClN4 in a non-equilibrium geometry, with properties calculated with ωB97M-V/def2-TZVPD.

```
22
Properties=species:S:1:pos:R:3
Cl 0.842 0.605 -3.218
N 0.238 -0.261 -1.827
N -0.843 0.298 -1.204
C -1.443 -0.679 -0.369
C -0.443 -1.102 0.753
C -0.128 0.159 1.530
C 0.514 1.231 0.761
C -0.555 1.518 -0.329
N 1.589 0.564 0.030
N 1.242 -0.507 -0.825
C 0.817 -1.584 0.039
H -1.727 -1.597 -1.016
H -2.245 -0.302 0.206
H -0.842 -1.986 1.388
H -1.060 0.508 1.878
H 0.519 -0.143 2.395
H 0.790 2.167 1.206
H -1.477 1.682 0.024
H -0.232 2.453 -0.811
H 2.079 1.214 -0.614
H 1.707 -1.803 0.678
H 0.658 -2.434 -0.678
```

Results
- gap between HOMO and LUMO (eV) = 8.9
- ΔE to the lowest compared entry with this formula, charge and spin (kJ/mol) = 158.2
- LUMO (eV) = 0.83
- largest force on an atom (eV/A) = 4.411
- SMILES = ClN1N2C[C@@H]3C[C@H](C2)NN1C3
- HOMO level (eV) = -8.061